Entry 1:
Molecular formula: C25H40BrN2O8P2V
Method: DFT, wB97M-V/def2-TZVPD

## Properties
Multiplicity: 2
ΔE to the lowest compared entry with this formula, charge and spin in kJ/mol: 168.4
Gap between HOMO and LUMO (spin up / spin down) in eV: 5.210 / 5.733
HOMO level (spin up / spin down) in eV: -16.080 / -16.080
Charge: +3

Each line ends with the Mulliken spin population.
CARTESIAN COORDINATES (ANGSTROEM)
V -0.3358 -1.1067 -1.1647  1.01
C -4.3815 2.3610 0.1805  0.00
C -4.9983 1.6905 -1.0205  0.00
C -5.7071 2.6183 -1.9655  0.00
O -3.8780 1.0529 -1.8414  0.00
P -3.0048 -0.1553 -1.5828  -0.04
O -1.6122 0.1457 -0.9158  -0.02
C -3.7283 -1.4009 -0.5106  0.00
P -2.7159 -2.9253 -0.4948  0.02
O -1.3728 -2.5690 -1.2451  0.08
O -2.5007 -3.4843 0.8960  0.01
C -1.6490 -3.2013 2.1129  0.00
C -1.4405 -1.7149 2.2653  0.00
C -2.3632 -3.8382 3.2720  0.00
O -3.5422 -3.9168 -1.3005  0.00
C -3.3864 -5.4377 -1.3476  0.00
C -2.1068 -5.7829 -2.0659  0.00
C -4.6353 -5.9366 -2.0165  0.00
O -2.6368 -0.7683 -2.9525  0.03
C -3.6425 -1.0025 -4.0770  0.01
C -3.3715 -2.3872 -4.5999  0.00
C -3.4583 0.1021 -5.0817  0.00
H -5.1744 2.8069 0.7807  0.00
H -3.7019 3.1554 -0.1306  0.00
H -3.8381 1.6572 0.8177  0.00
H -5.6487 0.8641 -0.7306  0.00
H -5.0444 3.4237 -2.2836  0.00
H -6.5581 3.0582 -1.4447  0.00
H -6.0826 2.0907 -2.8415  0.00
H -4.7247 -1.6829 -0.8591  0.00
H -3.8036 -0.9910 0.4994  0.00
H -0.7079 -3.7019 1.9043  0.00
H -2.3690 -1.1884 2.4937  0.00
H -0.9832 -1.2708 1.3715  0.01
H -0.7463 -1.5393 3.0866  0.00
H -3.3749 -3.4438 3.3764  0.00
H -1.8108 -3.6235 4.1873  0.00
H -2.4120 -4.9190 3.1522  0.00
H -3.3494 -5.7489 -0.3051  0.00
H -2.1819 -5.5604 -3.1317  0.00
H -1.9286 -6.8524 -1.9536  0.00
H -1.2434 -5.2599 -1.6501  0.00
H -4.7248 -5.5242 -3.0229  0.00
H -5.5267 -5.6860 -1.4433  0.00
H -4.5761 -7.0225 -2.0974  0.00
H -4.6328 -0.9494 -3.6202  0.00
H -2.3582 -2.4573 -4.9990  0.00
H -4.0678 -2.5967 -5.4115  0.00
H -3.5075 -3.1446 -3.8266  0.00
H -2.4516 0.0750 -5.5016  0.00
H -3.6351 1.0825 -4.6411  0.00
H -4.1720 -0.0397 -5.8937  0.00
Br 4.1842 -2.7703 -5.0032  0.00
C 3.8707 -3.5763 -3.3318  0.00
C 4.6076 -4.6854 -2.9382  0.00
C 4.3760 -5.2685 -1.6952  0.00
C 3.4063 -4.7618 -0.8507  0.00
C 2.6716 -3.6529 -1.2642  0.00
C 2.9059 -3.0507 -2.5044  0.00
C 1.6478 -3.1451 -0.3736  0.01
O 1.1822 -3.6238 0.5994  -0.01
O 1.0724 -1.8712 -0.7902  -0.07
H 5.3615 -5.0895 -3.6007  0.00
H 4.9641 -6.1218 -1.3868  0.00
H 3.2241 -5.2034 0.1193  0.00
H 2.3434 -2.1864 -2.8270  0.01
N 1.4535 1.3158 -0.8941  0.00
C 1.3456 0.9708 -2.2007  0.02
C 2.0612 1.6875 -3.1716  0.00
C 1.9747 1.3263 -4.4862  0.00
C 1.1667 0.2396 -4.8747  0.00
C 0.4858 -0.4237 -3.9134  0.01
N 0.5622 -0.0709 -2.5879  -0.07
H 2.0204 2.1147 -0.6555  0.00
H 0.8734 0.9823 -0.1414  0.01
H 2.6780 2.5179 -2.8541  0.00
H 2.5291 1.8821 -5.2323  0.00
H 1.0941 -0.0702 -5.9070  0.00
H -0.1448 -1.2729 -4.1375  0.00



Entry 2:
Molecular formula: C14H20N2O4S
Method: DFT, wB97M-V/def2-TZVPD

## Properties
SMILES: CCOC(=O)N1CCN(S(=O)(=O)c2ccc(C)cc2)CC1
Multiplicity: 1
ΔE to the lowest compared entry with this formula, charge and spin in kJ/mol: 63.3
Gap between HOMO and LUMO in eV: 9.570
HOMO level in eV: -8.951

Each line ends with the Mulliken charge.
CARTESIAN COORDINATES (ANGSTROEM)
C 3.1008 1.9324 1.8463  -0.87
C 3.0665 0.8864 2.9507  -0.38
O 2.4444 -0.3092 2.4806  -0.34
C 1.1692 -0.5093 2.8683  0.85
O 0.5850 0.1557 3.6862  -0.68
N 0.6475 -1.6415 2.3128  0.10
C 1.2674 -2.3227 1.2025  -0.87
C 0.7145 -1.7560 -0.1190  -0.76
N -0.6635 -1.3335 0.0378  0.07
S -0.8766 0.3400 0.0717  1.37
O 0.2692 1.0157 0.6124  -0.49
O -2.1674 0.5943 0.6347  -0.79
C -0.9269 0.6516 -1.6877  -0.07
C 0.1088 1.3161 -2.3128  -0.34
C 0.0563 1.5231 -3.6810  -0.81
C -1.0263 1.0687 -4.4253  0.97
C -1.0989 1.3084 -5.9014  -1.43
C -2.0612 0.4028 -3.7723  -0.80
C -2.0140 0.1926 -2.4070  -0.51
C -1.4002 -2.0673 1.0436  -0.88
C -0.7788 -1.8752 2.4385  -0.85
H 2.0926 2.0744 1.4641  0.16
H 3.4775 2.8725 2.2391  0.41
H 3.7412 1.6026 1.0313  0.26
H 4.0753 0.6001 3.2636  0.27
H 2.5016 1.2562 3.8118  0.36
H 2.3465 -2.1936 1.2558  0.43
H 1.0282 -3.3873 1.2916  0.35
H 0.7722 -2.5055 -0.9173  0.39
H 1.2851 -0.8754 -0.4162  0.50
H 0.9361 1.6708 -1.7183  0.51
H 0.8630 2.0446 -4.1750  0.35
H -1.7743 2.1385 -6.1080  0.30
H -0.1214 1.5569 -6.3059  0.36
H -1.4838 0.4311 -6.4164  0.37
H -2.9081 0.0504 -4.3427  0.38
H -2.8088 -0.3128 -1.8828  0.44
H -1.4059 -3.1210 0.7493  0.42
H -2.4203 -1.6860 1.0332  0.43
H -1.2066 -0.9998 2.9319  0.46
H -0.9547 -2.7600 3.0625  0.36



Entry 3:
Molecular formula: C17H34N17O7P2SeW
Method: DFT, wB97M-V/def2-TZVPD

## Properties
Multiplicity: 3
ΔE to the lowest compared entry with this formula, charge and spin in kJ/mol: 531.7
Gap between HOMO and LUMO (spin up / spin down) in eV: 5.719 / 6.848
HOMO level (spin up / spin down) in eV: -10.248 / -11.387
Charge: +1

Each line ends with the Mulliken spin population.
CARTESIAN COORDINATES (ANGSTROEM)
W -0.0738 0.4648 -0.3769  0.02
C 1.2665 4.2989 0.1700  0.06
C 1.2698 3.3629 1.3790  -0.04
O 1.7654 4.0973 2.4752  0.00
P 2.0605 1.6333 1.1814  0.02
O 2.3672 1.5545 2.8133  -0.01
O 3.5164 1.0369 0.8629  0.01
O 0.8979 0.4780 1.2654  0.01
P -0.4653 2.8436 1.7609  0.00
O -1.3751 4.1217 1.7093  0.00
O -0.6078 2.0616 2.9995  0.00
O -0.8030 2.1106 0.3498  0.00
H 2.2340 4.7981 0.1270  -0.01
H 0.5121 5.0719 0.3185  0.01
H 1.0701 3.7992 -0.7720  -0.03
H 2.1754 3.4814 3.0976  0.00
H 1.5249 1.4794 3.2940  0.00
H 4.0311 0.9606 1.6790  0.01
H -1.8762 4.2286 2.5288  0.00
N -3.2521 1.5462 -2.0893  0.00
C -2.0369 2.0330 -2.5281  0.00
N -1.9598 3.0372 -3.3478  0.00
N -0.6156 3.2207 -3.5131  0.00
N 0.0457 2.3775 -2.8526  0.00
N -0.8363 1.5094 -2.1972  0.00
C -3.2591 1.0155 -0.8258  0.00
N -4.1766 1.2479 0.0725  0.00
N -3.7074 0.6013 1.1836  0.00
N -2.6201 0.0068 0.9291  0.00
N -2.2797 0.1963 -0.3972  0.00
H -4.0323 2.1548 -2.2984  0.00
N -0.7419 -1.2672 -2.0044  0.00
C -0.2138 -2.5977 -2.4571  0.01
C 0.7989 -3.2793 -1.5453  0.00
C 2.0375 -2.4441 -1.2709  0.01
N 1.7433 -1.3277 -0.3548  0.00
H -1.7211 -1.3413 -1.7521  0.00
H -0.7320 -0.6080 -2.7792  0.00
H 0.2479 -2.4676 -3.4311  0.00
H -1.0660 -3.2602 -2.6151  0.00
H 1.0982 -4.2071 -2.0364  0.00
H 0.3486 -3.5952 -0.6017  0.00
H 2.4386 -2.0409 -2.1985  0.00
H 2.8189 -3.0754 -0.8408  0.00
H 2.5848 -0.7677 -0.2267  0.00
H 1.4896 -1.6886 0.5587  0.00
C -2.2288 -1.3154 3.8354  0.00
N -1.0820 -1.5942 2.9712  0.00
C 0.1944 -1.1853 3.5286  0.00
C -1.2844 -1.9445 1.6922  0.00
N -0.5588 -1.5217 0.6397  0.00
N -2.1904 -2.9390 1.5094  0.00
C -2.4772 -3.9111 2.5571  0.00
C -2.8951 -3.1741 0.2615  0.00
H -2.1050 -0.3114 4.2423  0.00
H -2.2943 -2.0323 4.6557  0.00
H -3.1459 -1.3287 3.2550  0.00
H 0.2967 -1.6646 4.5038  0.00
H 0.2258 -0.1088 3.6467  0.00
H 1.0089 -1.5186 2.8930  0.00
H -0.6834 -2.1534 -0.1254  0.00
H -1.7319 -3.8431 3.3431  0.00
H -2.4443 -4.9130 2.1274  0.00
H -3.4670 -3.7526 2.9892  0.00
H -2.8949 -2.2804 -0.3459  0.00
H -3.9353 -3.4163 0.4800  0.00
H -2.4666 -4.0172 -0.2916  0.00
Se 4.5781 3.6737 -0.6472  1.10
N 4.3085 2.4898 -1.8284  0.69
C 3.4470 1.5520 -2.3008  0.06
C 3.7199 0.9854 -3.5515  0.11
C 2.8064 0.1555 -4.1812  -0.05
C 1.6274 -0.1489 -3.5254  0.13
N 1.4147 0.3062 -2.2936  -0.02
C 2.2436 1.1474 -1.6998  -0.08
N 1.6357 1.5915 -0.5600  -0.01
H 4.6404 1.2728 -4.0421  -0.01
H 2.9873 -0.2320 -5.1730  0.00
H 0.8590 -0.7297 -4.0085  0.01



Entry 4:
Molecular formula: C2H4N5
Method: DFT, wB97M-V/def2-TZVPD

## Properties
Multiplicity: 1
ΔE to the lowest compared entry with this formula, charge and spin in kJ/mol: 73.6
Gap between HOMO and LUMO in eV: 8.409
HOMO level in eV: -4.279
Charge: -1

Each line ends with the Mulliken charge.
CARTESIAN COORDINATES (ANGSTROEM)
C -2.0545 -0.1457 -0.3940  0.60
C 0.1895 0.1977 -0.1362  -0.83
N -2.9237 -1.1466 -0.2664  -0.41
N -2.2154 0.5986 -1.4648  -0.34
N -3.7536 -0.9530 -1.3197  -0.37
N -3.3551 0.0869 -1.9946  -0.42
N -0.9484 -0.1139 0.6563  -0.39
H 1.0222 0.0392 0.4168  0.42
H 0.2607 -0.2756 -1.1443  0.25
H 0.0941 1.3468 -0.5674  0.20
H -1.0332 -0.9803 1.0086  0.29